Entry 1:
{
  "formula": "C8H9F3",
  "method": "the ωB97M-V functional and the def2-TZVPD basis",
  "species": ["C", "C", "C", "F", "C", "C", "C", "C", "C", "F", "F", "H", "H", "H", "H", "H", "H", "H", "H", "H"],
  "xyz": [[-2.209986, 2.472552, -0.059976], [-2.006821, 1.284478, 0.558630], [-1.272561, 0.191909, -0.062779], [-1.191657, 0.334632, -1.439590], [-0.755194, -0.894218, 0.526892], [0.049060, -1.880681, -0.127494], [1.481540, -1.634270, -0.028399], [1.872819, -0.391473, -0.661558], [2.136607, 0.688935, 0.007566], [2.313883, 1.943844, -0.466617], [2.408094, 0.684672, 1.280876], [-2.770266, 3.255517, 0.484411], [-1.715537, 2.630056, -0.956336], [-2.552405, 1.094827, 1.414346], [-0.947082, -0.943392, 1.543287], [-0.117146, -2.877407, 0.338579], [-0.155808, -1.692964, -1.117724], [2.038345, -2.416395, -0.520243], [1.743599, -1.600623, 1.077661], [1.650511, -0.249990, -1.791538]],
  "atomic_forces_ev_per_a": [[-0.360, -1.261, 2.885], [-0.101, 1.572, -2.513], [-0.064, -0.574, -0.518], [0.392, -0.099, 0.897], [-1.237, 2.443, -0.607], [-0.607, -1.729, 1.209], [2.591, -0.263, 2.500], [-0.945, 1.342, -3.488], [0.889, 1.676, -0.453], [-0.198, -1.151, 0.131], [-0.009, 0.309, 1.206], [0.342, -0.495, -0.750], [0.582, 0.735, -1.662], [-0.577, -0.542, 2.014], [-0.184, -0.090, 2.013], [-0.398, 0.356, -1.042], [-0.934, -1.089, -2.729], [0.147, -0.671, 0.141], [0.154, -0.220, -1.295], [0.518, -0.248, 2.061]],
  "lowdin_charge": [0.0541, -0.0997, -0.2541, 0.0259, -0.0492, -0.2193, -0.2269, -0.0609, -0.3883, 0.1014, 0.1448, 0.0739, 0.0346, 0.0788, 0.1058, 0.1472, 0.0914, 0.1185, 0.1492, 0.1727],
  "lumo_energy_ev": 0.8,
  "total_charge": 0,
  "de_lowest_ev": 0.000,
  "e_tot_ev": -16591.6783,
  "smiles": "C=C/C(F)=C/CCC=C(F)F"
}



Entry 2:
{
  "formula": "C8H9FeNO5",
  "method": "the ωB97M-V functional and the def2-TZVPD basis",
  "species": ["Fe", "C", "O", "C", "O", "C", "O", "C", "O", "C", "H", "H", "C", "H", "H", "C", "C", "N", "O", "H", "H", "H", "H", "H"],
  "xyz": [[-0.042147, -0.066809, -1.492281], [-0.181307, 0.540932, 0.437617], [-0.055524, 1.097569, 1.496729], [0.150197, 1.605778, -1.861937], [0.281269, 2.749620, -2.059873], [-1.319170, 1.041332, -0.546059], [-2.209405, 1.738660, -0.164755], [1.439466, 0.620841, -0.586363], [2.440336, 1.042527, -0.140891], [-0.034281, -1.322974, -2.916349], [0.900223, -1.941172, -2.953881], [-1.002257, -1.888349, -2.816028], [-0.011573, 0.017290, -3.482348], [-0.955633, 0.456322, -3.838517], [0.854619, 0.288148, -4.109338], [-1.532035, -2.854154, 1.972595], [-0.799831, -3.408210, 0.798106], [-0.379295, -4.702237, 0.966359], [-0.560692, -2.755611, -0.228397], [-1.843110, -3.671250, 2.621855], [-2.408182, -2.269986, 1.671613], [-0.850174, -2.227396, 2.565882], [0.386186, -5.053963, 0.417787], [-0.643082, -5.208108, 1.789375]],
  "atomic_forces_ev_per_a": [[-0.684, -2.941, 3.606], [0.211, 2.005, 5.533], [-0.123, -2.502, -3.265], [0.659, 8.620, -2.270], [-0.385, -4.066, 0.351], [-4.267, 2.455, 1.553], [2.544, -2.335, -1.758], [6.432, 1.761, 2.358], [-4.191, -1.932, -1.833], [-0.182, 0.005, -3.157], [-0.830, 0.618, 0.230], [0.888, 0.635, 0.190], [-0.413, -3.492, -2.500], [0.237, -0.047, 0.361], [-0.051, 0.321, 0.927], [-0.411, 0.201, 0.316], [0.449, -1.771, 0.711], [-0.173, 1.981, -0.624], [0.455, 0.813, -0.473], [-0.172, 0.174, 0.051], [0.219, -0.107, 0.039], [-0.118, -0.092, -0.241], [-0.133, -0.215, -0.318], [0.038, -0.089, 0.214]],
  "mulliken_spin": [2.7884, 0.1571, 0.2626, -0.0455, 0.1184, 0.1040, 0.2590, 0.0255, 0.1255, 0.0548, 0.0139, 0.0191, -0.0665, 0.0114, 0.0048, 0.0091, 0.0003, 0.0124, 0.1480, 0.0002, -0.0015, -0.0012, 0.0001, 0.0001],
  "lumo_energy_ev": [-11.0, -13.0],
  "total_charge": 2,
  "multiplicity": 5,
  "de_lowest_ev": 1.233,
  "e_tot_ev": -54529.3501,
  "s_squared": 6.080
}



Entry 3:
{
  "formula": "C8H9N2",
  "method": "the ωB97M-V functional and the def2-TZVPD basis",
  "species": ["C", "C", "C", "C", "C", "C", "C", "C", "N", "N", "H", "H", "H", "H", "H", "H", "H", "H", "H"],
  "xyz": [[-2.020325, -0.656773, -2.223544], [-2.042794, -1.431133, -1.022761], [-0.944616, 0.223283, -2.257278], [-1.204535, -1.011393, -0.016694], [-0.191114, -0.112290, -0.042738], [0.620652, 1.810634, 1.471605], [0.718456, 0.428696, 1.048417], [1.220596, -0.732478, 1.897684], [-0.100514, 0.378627, -1.278133], [1.555732, 1.491972, 0.397346], [-2.716174, -0.870743, -2.922921], [-2.688689, -2.174734, -0.816365], [-0.850766, 0.716345, -3.179903], [0.878888, 2.080587, 2.475250], [1.271817, -1.769429, 1.429661], [0.516002, -0.981823, 2.755924], [2.156571, -0.442234, 2.272799], [1.248589, 1.622811, -0.584079], [2.572224, 1.430074, 0.595731]],
  "atomic_forces_ev_per_a": [[2.358, -1.252, 4.730], [2.068, 3.708, -0.849], [-1.553, -1.293, -0.599], [-0.179, -1.298, 1.411], [-1.670, 0.164, -1.824], [-0.118, -1.330, -0.151], [-1.940, -2.039, -1.375], [-1.306, -1.310, 0.559], [1.993, 2.505, 0.427], [1.777, -0.258, 1.386], [-1.832, -0.166, -2.563], [-2.300, -2.467, 0.323], [0.899, 1.084, -0.847], [0.344, 0.887, 0.121], [0.181, 1.766, -0.229], [0.745, 1.010, -0.888], [1.410, -0.035, 0.937], [-0.158, -0.151, -0.205], [-0.718, 0.474, -0.367]],
  "mulliken_spin": [0.0600, -0.0278, -0.0331, 0.8729, 0.0485, 0.8775, -0.0211, 0.0251, 0.1029, 0.0232, 0.0048, 0.0224, 0.0031, 0.0211, 0.0042, 0.0015, -0.0040, 0.0066, 0.0123],
  "lumo_energy_ev": [-3.2, -5.9],
  "total_charge": 1,
  "multiplicity": 3,
  "de_lowest_ev": 0.044,
  "e_tot_ev": -11408.9327,
  "s_squared": 2.012
}